Entry 1:
Below is a molecular structure, C27H26Cl2N8O3PtS, with properties calculated with wB97M-V/def2-TZVPD.

Geometry (Å):
Pt: 1.862 -1.770 0.263
C: 1.181 -2.988 4.317
C: 1.165 -2.780 2.846
N: 2.109 -2.041 2.177
N: 3.200 -1.678 2.867
C: 4.182 -1.061 2.092
N: 5.303 -0.716 2.734
S: 3.946 -0.806 0.397
C: 0.169 -3.231 1.957
C: -0.834 -4.166 2.329
C: -1.793 -4.513 1.432
C: -1.869 -3.830 0.175
C: -0.889 -2.907 -0.164
N: 0.136 -2.723 0.675
H: 2.088 -2.437 4.606
H: 1.330 -4.031 4.617
H: 0.294 -2.565 4.818
H: 5.379 -0.951 3.723
H: 6.100 -0.415 2.180
H: -0.759 -4.632 3.306
H: -2.487 -5.357 1.722
H: -2.628 -4.055 -0.564
H: -1.023 -2.211 -1.024
Cl: 0.174 3.884 1.203
C: -1.169 3.427 2.134
C: -0.908 3.042 3.476
C: -1.913 2.554 4.315
C: -3.217 2.383 3.783
C: -3.521 2.824 2.500
Cl: -5.110 2.532 1.872
C: -2.515 3.417 1.661
N: -2.875 3.913 0.426
C: -2.139 3.911 -0.762
C: -1.459 5.099 -1.152
C: -0.693 5.137 -2.291
C: -0.676 4.001 -3.137
C: -1.381 2.846 -2.813
C: -2.086 2.785 -1.604
C: -2.742 1.492 -1.256
C: -1.678 0.349 -1.114
O: -1.756 -0.529 -2.001
O: -0.819 0.350 -0.199
H: 0.103 3.155 3.824
H: -1.667 2.210 5.320
H: -3.992 1.909 4.357
H: -3.859 4.207 0.372
H: -1.550 5.952 -0.509
H: -0.123 6.050 -2.534
H: -0.056 4.002 -4.012
H: -1.327 1.963 -3.459
H: -3.534 1.189 -1.954
H: -3.226 1.550 -0.260
C: 1.764 -3.496 -4.742
N: 2.135 -2.470 -3.762
C: 2.626 -1.280 -4.239
C: 2.515 -0.118 -3.553
C: 1.843 -0.213 -2.299
N: 1.776 -1.443 -1.725
C: 1.619 -2.573 -2.486
O: 1.066 -3.611 -2.051
N: 1.322 0.862 -1.678
H: 1.109 -3.085 -5.547
H: 1.265 -4.297 -4.208
H: 2.677 -3.950 -5.152
H: 3.209 -1.310 -5.184
H: 2.909 0.840 -3.905
H: 1.059 1.680 -2.263
H: 0.659 0.724 -0.876

Forces on the atoms, in the same order (eV/Å):
Pt 0.419 0.837 1.208
C 0.819 0.525 -0.012
C -2.241 -1.345 -0.645
N 2.600 1.354 0.213
N 0.887 0.708 -1.424
C -2.540 -1.358 0.235
N 0.432 0.143 0.122
S 0.286 0.031 0.447
C -0.428 -0.284 0.620
C 0.357 0.111 0.246
C -0.936 -0.811 -0.481
C 0.115 -0.523 0.471
C -0.683 0.139 0.517
N 0.497 0.685 -0.418
H -0.467 -0.217 0.531
H -0.200 0.068 -0.136
H 0.313 -0.221 -0.249
H 0.133 0.166 -0.647
H -0.338 -0.117 0.545
H -0.121 0.026 -0.093
H 0.645 1.248 -0.614
H -0.119 0.058 0.245
H 0.537 -0.719 0.432
Cl 0.561 0.317 -0.416
C -1.746 -0.792 2.016
C -0.940 0.054 -0.735
C -0.405 -0.180 -1.071
C 0.950 0.559 -0.020
C 1.618 0.175 0.201
Cl -0.042 0.210 -0.061
C 0.544 -0.563 0.171
N -1.602 0.470 0.861
C 1.113 0.489 -1.815
C -0.651 -1.102 0.147
C 0.083 -0.185 -0.731
C 0.043 0.160 0.717
C 0.564 0.709 0.162
C -0.299 0.232 0.220
C -0.158 -0.717 1.716
C -0.586 -0.587 -1.227
O 0.090 -0.126 -0.179
O -0.133 0.863 0.619
H 0.230 -0.102 0.121
H -0.163 0.190 -0.270
H -0.163 -0.072 0.201
H 0.804 -0.461 -0.135
H 0.095 0.276 0.259
H -0.361 -0.642 0.012
H 0.125 0.129 -0.446
H -0.149 0.283 0.247
H 0.516 0.087 -0.066
H 0.188 0.193 -0.465
C 0.325 -0.325 -0.387
N -0.408 0.088 -1.220
C 0.915 0.488 -0.191
C -0.039 -0.225 -0.650
C -0.923 0.571 1.048
N -0.761 0.587 -0.076
C -0.976 -1.674 0.907
O 1.609 2.115 -1.236
N 0.372 -0.236 -0.901
H 0.567 -0.295 0.691
H -0.238 0.150 0.041
H -0.228 0.311 -0.184
H -0.803 -0.190 0.587
H -0.223 -0.530 0.030
H 0.741 -0.855 0.592
H -0.023 -0.355 -0.196

Output
- lowest unoccupied orbital energy (alpha / beta) (eV) = 0.103 / -2.311
- DFT total energy (Ha) = -3146.1454
- multiplicity = 3
- gap between HOMO and LUMO (alpha / beta) (eV) = 6.23 / 5.34
- expectation value of S² = 2.031
- relative energy (zero: lowest compared OMol25 entry of this formula, charge and spin) (kcal/mol) = 0.0
- strongest force on any atom (eV/A) = 2.94


Entry 2:
Below is a single C27H26N4O5S molecule, with properties calculated with wB97M-V/def2-TZVPD.

Geometry (Å):
C: 3.808 -0.783 2.415
O: 2.909 0.098 3.059
C: 2.136 0.908 2.296
C: 1.241 1.730 2.987
C: 0.394 2.571 2.297
C: 0.427 2.631 0.915
C: 1.330 1.831 0.222
N: 1.481 1.921 -1.167
C: 0.560 2.161 -2.125
C: 0.945 2.850 -3.294
C: 2.306 3.410 -3.421
N: 2.449 4.454 -4.269
O: 3.272 2.984 -2.796
C: 0.003 2.988 -4.326
N: -1.226 2.563 -4.279
C: -1.643 1.917 -3.170
C: -2.983 1.443 -3.165
C: -3.845 1.704 -4.355
C: -3.434 0.739 -2.078
C: -2.575 0.462 -1.014
S: -3.263 -0.474 0.356
O: -4.144 0.397 1.091
O: -3.824 -1.694 -0.167
C: -1.885 -0.914 1.429
C: -1.740 -0.269 2.641
C: -0.716 -0.653 3.492
C: 0.145 -1.673 3.123
C: -0.021 -2.330 1.907
C: 0.938 -3.407 1.490
O: 2.011 -3.125 0.982
N: 0.539 -4.675 1.709
C: -0.705 -5.051 2.330
C: 1.379 -5.774 1.292
C: -1.042 -1.939 1.049
C: -1.281 0.894 -0.993
C: -0.787 1.669 -2.062
C: 2.183 0.970 0.910
H: 4.311 -1.320 3.217
H: 4.552 -0.234 1.830
H: 3.283 -1.495 1.772
H: 1.239 1.693 4.064
H: -0.294 3.201 2.840
H: -0.229 3.296 0.375
H: 2.437 2.108 -1.491
H: 1.672 4.898 -4.722
H: 3.363 4.867 -4.354
H: 0.284 3.457 -5.262
H: -4.855 1.340 -4.187
H: -3.870 2.769 -4.574
H: -3.422 1.208 -5.226
H: -4.445 0.364 -2.026
H: -2.439 0.510 2.898
H: -0.594 -0.166 4.445
H: 0.948 -1.968 3.780
H: -1.322 -5.617 1.628
H: -1.258 -4.173 2.652
H: -0.506 -5.682 3.201
H: 2.285 -5.363 0.852
H: 0.858 -6.386 0.552
H: 1.639 -6.399 2.149
H: -1.200 -2.433 0.102
H: -0.642 0.629 -0.167
H: 2.864 0.360 0.341

Forces on the atoms, in the same order (eV/Å):
C 0.172 -0.233 -0.217
O -0.265 0.234 0.151
C -0.145 0.286 0.078
C 0.227 -0.073 0.006
C 0.091 -0.061 0.038
C 0.115 -0.032 -0.252
C -0.218 0.186 0.667
N 0.604 -0.072 -0.310
C -0.009 0.089 -0.414
C -0.197 -0.302 0.366
C -0.024 0.106 -0.076
N 0.078 0.204 -0.251
O 0.169 -0.062 0.088
C -0.062 -0.076 0.164
N -0.191 0.158 -0.541
C 0.433 -0.088 0.564
C -0.210 -0.221 0.365
C -0.011 0.015 0.018
C -0.121 0.160 -0.403
C 0.438 -0.335 0.794
S -0.125 -0.044 0.109
O 0.256 0.163 0.050
O 0.307 -0.011 -0.167
C -0.401 0.251 -0.426
C -0.130 0.122 0.016
C -0.076 -0.163 -0.040
C -0.079 -0.095 -0.094
C -0.042 0.316 -0.148
C -0.116 0.117 0.076
O 0.172 0.127 -0.116
N -0.012 -0.246 -0.015
C -0.265 -0.040 0.128
C 0.271 0.028 -0.121
C 0.183 -0.172 0.030
C -0.052 -0.204 0.149
C -0.305 0.142 -0.349
C 0.054 -0.134 -0.015
H 0.010 0.017 -0.064
H -0.005 0.027 0.036
H 0.044 0.106 0.058
H -0.012 -0.022 0.157
H -0.071 0.057 0.065
H -0.041 0.084 -0.057
H -0.246 -0.015 0.054
H 0.031 0.001 0.074
H -0.035 -0.057 0.007
H 0.124 0.072 -0.047
H -0.081 -0.022 0.002
H -0.056 0.044 -0.082
H -0.036 0.016 -0.111
H -0.182 -0.006 -0.151
H -0.040 0.127 0.093
H 0.018 0.071 0.082
H 0.106 -0.019 0.080
H -0.029 0.002 0.034
H -0.008 -0.112 0.007
H -0.044 0.014 -0.011
H -0.049 -0.106 0.021
H 0.000 -0.028 0.015
H -0.014 -0.013 -0.013
H 0.028 -0.135 -0.125
H 0.007 -0.006 0.021
H 0.065 -0.135 -0.048

Output
- lowest unoccupied orbital energy (eV) = -0.088
- DFT total energy (Ha) = -2037.9400
- multiplicity = 1
- gap between HOMO and LUMO (eV) = 7.95
- relative energy (zero: lowest compared OMol25 entry of this formula, charge and spin) (kcal/mol) = 11.4
- strongest force on any atom (eV/A) = 0.97
- SMILES = COc1cccc(Nc2c(C(N)=O)cnc3c(C)cc(S(=O)(=O)c4cccc(C(=O)N(C)C)c4)cc23)c1